Version A
Density functional theory data (ωB97M-V with the def2-TZVPD basis set) for C4H9NO as an isolated structure.

Values from the calculation:
**LUMO**: 0.70 eV
**2S+1**: 1
**Charge**: 0
**Gap between HOMO and LUMO**: 8.43 eV

```
15
C4H9NO | the OMol25 dataset | ωB97M-V with the def2-TZVPD basis set
C -0.12 1.44 -0.12
C 0.36 -0.76 1.08
C -0.45 -0.51 -0.22
N 0.28 1.91 -1.35
C 0.00 -2.15 0.58
O 0.86 -3.00 0.26
H -0.27 2.52 -1.95
H 1.24 1.75 -1.62
H -1.00 -2.49 0.90
H 0.55 1.72 0.69
H -1.15 1.68 0.14
H 1.41 -0.53 0.99
H -0.16 -0.45 1.99
H -1.53 -0.47 -0.16
H 0.00 -0.66 -1.20
```

=====

Version B
Density functional theory data (ωB97M-V with the def2-TZVPD basis set) for one molecule with the formula C4H9NO.

Values from the calculation:
**LUMO**: 0.83 eV
**2S+1**: 1
**Charge**: 0
**Gap between HOMO and LUMO**: 10.67 eV

```
15
C4H9NO | the OMol25 dataset | ωB97M-V with the def2-TZVPD basis set
C -0.60 -1.41 0.18
C -0.29 0.20 -0.38
C -1.33 1.18 0.16
C 1.12 0.75 -0.15
N 2.08 -0.22 -0.03
O 1.39 1.93 0.00
H -0.21 -1.45 1.18
H -0.17 -2.28 -0.39
H -1.69 -1.60 0.16
H -0.47 -0.42 -1.23
H -1.09 2.24 -0.04
H -2.33 0.98 -0.22
H -1.33 1.08 1.26
H 1.90 -1.10 -0.46
H 3.03 0.12 -0.04
```

=====

Version C
Density functional theory data (ωB97M-V with the def2-TZVPD basis set) for C4H9NO as an isolated structure.

Values from the calculation:
**LUMO**: 1.07 eV
**2S+1**: 1
**Charge**: 0
**Gap between HOMO and LUMO**: 8.95 eV

```
15
C4H9NO | the OMol25 dataset | ωB97M-V with the def2-TZVPD basis set
O 0.37 1.50 1.83
C -1.16 0.65 1.26
C -0.49 -0.57 0.68
N 0.54 -0.14 -0.27
C 0.87 -1.04 -1.36
C 0.09 0.20 -1.61
H 0.94 1.16 1.10
H -0.15 2.20 1.40
H -1.56 0.38 2.26
H 0.02 -1.23 1.40
H -1.30 -1.15 0.20
H 1.91 -1.10 -1.64
H 0.33 -1.99 -1.40
H -0.98 0.10 -1.81
H 0.57 1.05 -2.07
```

=====

Which one sits at the bottom of the stability order? version C does.

=====

Version A
Density functional theory data (ωB97M-V with the def2-TZVPD basis set) for one molecule with the formula C4H9NO.

Values from the calculation:
**LUMO**: 0.92 eV
**2S+1**: 1
**Charge**: 0
**Gap between HOMO and LUMO**: 10.30 eV

```
15
C4H9NO | the OMol25 dataset | ωB97M-V with the def2-TZVPD basis set
C 1.00 -1.99 -0.80
C 0.44 -0.70 -0.22
O -0.82 -0.40 -0.83
C -1.64 0.52 -0.25
N -1.47 1.42 0.61
C -0.20 1.94 1.04
H 0.34 -2.83 -0.60
H 1.16 -1.91 -1.88
H 1.97 -2.19 -0.33
H 0.31 -0.80 0.86
H 1.14 0.12 -0.41
H -2.64 0.47 -0.68
H 0.42 2.19 0.17
H 0.38 1.29 1.71
H -0.40 2.87 1.58
```

=====

Version B
Density functional theory data (ωB97M-V with the def2-TZVPD basis set) for one molecule with the formula C4H9NO.

Values from the calculation:
**LUMO**: 1.12 eV
**2S+1**: 1
**Charge**: 0
**Gap between HOMO and LUMO**: 10.37 eV

```
15
C4H9NO | the OMol25 dataset | ωB97M-V with the def2-TZVPD basis set
C 1.76 0.37 -0.14
C 0.26 0.28 -0.40
C -0.70 0.97 0.60
N -1.53 -0.24 0.65
C -0.54 -1.04 -0.08
O -1.04 -1.77 -1.16
H 2.34 -0.15 -0.90
H 2.11 1.42 -0.13
H 2.00 -0.06 0.84
H 0.07 0.65 -1.42
H -1.26 1.83 0.22
H -0.20 1.25 1.54
H -1.79 -0.57 1.57
H -0.08 -1.81 0.56
H -1.41 -1.12 -1.77
```

=====

Which one sits at the bottom of the stability order? version A does.

=====

Version A
Density functional theory data (ωB97M-V with the def2-TZVPD basis set) for a 2-piece molecular cluster, C4H9NO overall.

Values from the calculation:
**LUMO**: 1.10 eV
**2S+1**: 1
**Charge**: 0
**Gap between HOMO and LUMO**: 10.57 eV

```
15
C4H9NO | the OMol25 dataset | ωB97M-V with the def2-TZVPD basis set
H -0.55 1.87 -0.55
N -0.30 0.89 -0.40
C -1.32 0.23 0.01
C -2.70 0.77 0.25
H -1.16 -0.83 0.20
H -3.43 0.21 -0.34
H -2.77 1.83 0.00
H -2.97 0.63 1.31
C 2.66 -0.41 0.05
C 1.54 -1.25 -0.48
O 0.88 -2.01 0.18
H 2.50 0.63 -0.25
H 3.61 -0.74 -0.38
H 2.70 -0.48 1.14
H 1.36 -1.15 -1.57
```

=====

Version B
Density functional theory data (ωB97M-V with the def2-TZVPD basis set) for a 2-piece molecular cluster, C4H9NO overall.

Values from the calculation:
**LUMO**: 0.85 eV
**2S+1**: 1
**Charge**: 0
**Gap between HOMO and LUMO**: 8.66 eV

```
15
C4H9NO | the OMol25 dataset | ωB97M-V with the def2-TZVPD basis set
C -0.66 1.22 -2.12
C -0.01 0.56 -1.17
C 0.72 1.12 -0.02
C 0.44 0.61 1.18
N 0.88 1.07 2.41
H -1.49 0.80 -2.67
H -0.40 2.19 -2.49
H -0.23 -0.50 -1.10
H 1.40 1.95 -0.16
H -0.22 -0.24 1.29
H 1.68 1.63 2.61
H 0.21 1.03 3.17
O -1.12 -3.81 -0.11
H -0.38 -3.19 -0.04
H -0.80 -4.43 -0.79
```

=====

Version C
Density functional theory data (ωB97M-V with the def2-TZVPD basis set) for C4H9NO as an isolated structure.

Values from the calculation:
**LUMO**: 0.97 eV
**2S+1**: 1
**Charge**: 0
**Gap between HOMO and LUMO**: 9.53 eV

```
15
C4H9NO | the OMol25 dataset | ωB97M-V with the def2-TZVPD basis set
C 2.18 0.55 -0.05
O 0.77 0.50 0.02
C 0.28 -0.81 0.22
C -1.21 -0.90 0.32
C -1.92 0.38 0.52
N -1.91 0.12 -0.93
H 2.56 0.02 -0.94
H 2.64 0.09 0.84
H 2.47 1.60 -0.10
H 0.68 -1.22 1.17
H 0.65 -1.47 -0.58
H -1.88 -1.04 -0.86
H -1.32 1.25 0.77
H -2.91 0.38 0.96
H -1.09 0.55 -1.35
```

=====

Which one sits at the bottom of the stability order? version C does.

=====

Version A
Density functional theory data (ωB97M-V with the def2-TZVPD basis set) for a 2-piece molecular cluster, C4H9NO overall.

Values from the calculation:
**LUMO**: 0.89 eV
**2S+1**: 1
**Charge**: 0
**Gap between HOMO and LUMO**: 10.16 eV

```
15
C4H9NO | the OMol25 dataset | ωB97M-V with the def2-TZVPD basis set
C 1.89 0.68 -1.38
N 1.50 -0.18 -0.54
C 0.18 -0.67 -0.70
C -0.92 -0.06 -0.31
C -2.35 -0.56 -0.50
H 1.18 1.21 -2.02
H 2.94 0.94 -1.50
H 0.23 -1.63 -1.20
H -0.94 0.74 0.41
H -2.35 -1.26 -1.34
H -2.95 0.28 -0.84
H -2.73 -1.03 0.40
O 0.12 0.61 2.81
H -0.52 0.56 2.10
H 1.00 0.62 2.44
```

=====

Version B
Density functional theory data (ωB97M-V with the def2-TZVPD basis set) for one molecule with the formula C4H9NO.

Values from the calculation:
**LUMO**: 0.91 eV
**2S+1**: 1
**Charge**: 0
**Gap between HOMO and LUMO**: 10.21 eV

```
15
C4H9NO | the OMol25 dataset | ωB97M-V with the def2-TZVPD basis set
C 1.23 0.31 1.40
C 1.13 -0.51 0.06
N -0.01 0.07 -0.69
C -0.04 1.55 -0.96
C -1.23 -0.45 -0.39
O -1.41 -1.38 0.37
H 0.36 0.08 2.05
H 2.07 0.10 2.07
H 1.34 1.34 1.06
H 2.06 -0.36 -0.47
H 0.85 -1.51 0.35
H 0.97 1.92 -1.11
H -0.59 1.67 -1.89
H -0.63 1.98 -0.16
H -2.06 0.22 -0.69
```

=====

Version C
Density functional theory data (ωB97M-V with the def2-TZVPD basis set) for one molecule with the formula C4H9NO.

Values from the calculation:
**LUMO**: 1.00 eV
**2S+1**: 1
**Charge**: 0
**Gap between HOMO and LUMO**: 10.82 eV

```
15
C4H9NO | the OMol25 dataset | ωB97M-V with the def2-TZVPD basis set
C 1.65 -0.26 0.84
C 0.96 -0.33 -0.49
N -0.34 -0.94 -0.61
C -0.24 0.51 -0.84
C -1.49 0.86 0.03
O -1.49 0.39 1.36
H 2.58 0.31 0.73
H 1.01 0.24 1.57
H 1.90 -1.27 1.19
H 1.59 -0.66 -1.32
H -0.56 -1.36 -1.49
H -0.16 0.86 -1.90
H -2.31 0.32 -0.51
H -1.71 1.91 0.08
H -1.41 -0.58 1.36
```

=====

Version D
Density functional theory data (ωB97M-V with the def2-TZVPD basis set) for one molecule with the formula C4H9NO.

Values from the calculation:
**LUMO**: 0.99 eV
**2S+1**: 1
**Charge**: 0
**Gap between HOMO and LUMO**: 10.69 eV

```
15
C4H9NO | the OMol25 dataset | ωB97M-V with the def2-TZVPD basis set
C 1.46 -1.13 0.23
C 0.76 0.26 -0.01
N 1.40 0.76 -1.23
C -0.70 0.01 -0.20
C -1.77 0.75 0.51
O -1.59 -0.71 0.81
H 2.54 -0.82 0.18
H 1.21 -1.63 1.29
H 1.31 -1.85 -0.60
H 0.77 0.94 0.87
H 1.15 1.83 -1.55
H 2.38 0.74 -1.16
H -0.78 -0.45 -1.27
H -1.52 1.37 1.40
H -2.64 0.91 -0.19
```

=====

Which one sits at the bottom of the stability order? version D does.